[1]
Entry from the Open Molecules 2025 dataset: a 2-piece molecular cluster, C6H9NO2S overall at a distorted geometry (the ωB97M-V functional and the def2-TZVPD basis).

Properties
ΔE to the lowest compared entry with this formula, charge and spin, kcal per mole: 135.70
Molar mass, g/mol: 159.2
Calculated total energy, eV: -22782.527
Frontier orbital gap (alpha / beta), eV: 7.4 / 7.1

Geometry as ORCA input:
```
! RIJCOSX wB97M-V def2-TZVPD def2/J DEFGRID3
* xyz 0 1
C 2.11231 0.64337 -0.15443
C -1.42123 0.10495 -0.47946
C -1.40678 1.41797 -0.75866
C 2.18901 1.80581 0.75990
C 1.88243 -0.57165 0.13615
C -1.72197 -2.27279 -0.47333
N -1.19860 -1.01719 -1.00805
O -1.15274 2.54316 -0.64272
O -3.69527 -0.47535 0.76263
S -2.77950 0.65547 0.62575
H 1.99429 2.86716 0.28899
H 3.17681 1.77260 1.08633
H 1.43085 1.77422 1.59200
H 1.54542 -0.98506 1.09625
H 1.91928 -1.29902 -0.60586
H 2.65279 0.79404 -1.16572
H -0.98492 -3.04556 -0.48444
H -2.00153 -2.20429 0.53836
H -2.54066 -2.50785 -1.11368
*
```



[2]
Entry from the Open Molecules 2025 dataset: a 2-piece molecular cluster, C6H13NOSi overall at a distorted geometry (the ωB97M-V functional and the def2-TZVPD basis).

Properties
ΔE to the lowest compared entry with this formula, charge and spin, kcal per mole: 80.73
Molar mass, g/mol: 143.3
SMILES: C/C=C/[SiH](C)C.N=C=O
Calculated total energy, eV: -17846.596
Frontier orbital gap, eV: 10.5

Geometry as ORCA input:
```
! RIJCOSX wB97M-V def2-TZVPD def2/J DEFGRID3
* xyz 0 1
C -1.44372 2.62268 -0.30159
C -0.76053 1.44904 0.29273
C 0.26464 0.78644 -0.26992
Si 1.00788 -0.81140 0.39467
C 2.62327 -0.15130 1.21633
C 1.22307 -1.82993 -1.29291
H -2.48911 2.60398 -0.31272
H -1.38399 3.43038 0.42214
H -0.98741 2.94612 -1.15628
H -1.06431 1.39134 1.30812
H 0.60658 0.83809 -1.37308
H 0.36223 -1.76103 1.46007
H 2.93132 0.71400 0.63480
H 2.39029 0.08811 2.29677
H 3.36851 -0.92305 1.13748
H 1.34121 -2.79611 -0.96120
H 0.33092 -1.63253 -1.91412
H 2.15819 -1.78451 -1.85251
N -2.86251 -0.82629 -0.44285
C -2.74392 -1.65371 0.39982
O -2.68445 -2.47538 1.20441
H -2.18817 -0.22495 -0.89016
*
```



[3]
Entry from the Open Molecules 2025 dataset: a 2-piece molecular cluster, C7H8N2S overall at a distorted geometry (the ωB97M-V functional and the def2-TZVPD basis).

Properties
ΔE to the lowest compared entry with this formula, charge and spin, kcal per mole: 71.33
Expectation value of S²: 2.018
Molar mass, g/mol: 152.2
Calculated total energy, eV: -21196.941
Frontier orbital gap (alpha / beta), eV: 6.1 / 6.6

Geometry as ORCA input:
```
! RIJCOSX wB97M-V def2-TZVPD def2/J DEFGRID3
* xyz 0 3
C -1.90807 -0.16381 0.78850
C 1.59620 -2.00893 -1.43805
C 0.33613 -1.48955 -0.98559
C 2.60850 -1.35320 -0.88379
C 0.46080 -0.34886 -0.32184
C -1.43345 2.00187 -0.20733
C -0.90390 0.81522 0.73627
N -2.79589 -0.92788 0.90570
N -0.24678 1.15232 1.94474
S 2.11441 0.08694 0.00831
H 1.67248 -2.94392 -1.86547
H -0.50184 -2.10270 -0.96468
H 3.59853 -1.28604 -1.26023
H -2.20548 1.47558 -0.84547
H -0.67603 2.53605 -0.77551
H -1.93740 2.62773 0.62240
H -0.45584 0.36054 2.54786
H 0.67761 1.56865 1.99420
*
```



The highest calculated total energy belongs to which entry? C6H13NOSi



Repeat the second record exactly.
Entry from the Open Molecules 2025 dataset: a 2-piece molecular cluster, C6H13NOSi overall at a distorted geometry (the ωB97M-V functional and the def2-TZVPD basis).

Properties
ΔE to the lowest compared entry with this formula, charge and spin, kcal per mole: 80.73
Molar mass, g/mol: 143.3
SMILES: C/C=C/[SiH](C)C.N=C=O
Calculated total energy, eV: -17846.596
Frontier orbital gap, eV: 10.5

Geometry as ORCA input:
```
! RIJCOSX wB97M-V def2-TZVPD def2/J DEFGRID3
* xyz 0 1
C -1.44372 2.62268 -0.30159
C -0.76053 1.44904 0.29273
C 0.26464 0.78644 -0.26992
Si 1.00788 -0.81140 0.39467
C 2.62327 -0.15130 1.21633
C 1.22307 -1.82993 -1.29291
H -2.48911 2.60398 -0.31272
H -1.38399 3.43038 0.42214
H -0.98741 2.94612 -1.15628
H -1.06431 1.39134 1.30812
H 0.60658 0.83809 -1.37308
H 0.36223 -1.76103 1.46007
H 2.93132 0.71400 0.63480
H 2.39029 0.08811 2.29677
H 3.36851 -0.92305 1.13748
H 1.34121 -2.79611 -0.96120
H 0.33092 -1.63253 -1.91412
H 2.15819 -1.78451 -1.85251
N -2.86251 -0.82629 -0.44285
C -2.74392 -1.65371 0.39982
O -2.68445 -2.47538 1.20441
H -2.18817 -0.22495 -0.89016
*
```



molar mass of number 1 (C6H9NO2S)? 159.2 g/mol



Among the records above, which one has the lowest ΔE to the lowest compared entry with this formula, charge and spin? C7H8N2S